# 1
{
  "formula": "C58H48FGeNO5P3Re",
  "method": "ωB97M-V/def2-TZVPD",
  "homo_lumo_gap_ev": [6.23, 6.11],
  "largest_force_ha_per_bohr": 0.0633,
  "total_charge": 3,
  "spin_multiplicity": 4,
  "de_lowest_ev": 0.000,
  "elements": ["Re", "F", "Ge", "C", "C", "C", "C", "C", "C", "P", "C", "C", "C", "C", "C", "C", "C", "C", "C", "C", "C", "C", "C", "C", "C", "C", "C", "C", "P", "C", "C", "C", "C", "C", "C", "C", "C", "C", "C", "C", "C", "C", "C", "C", "C", "C", "C", "P", "C", "C", "C", "C", "C", "C", "C", "C", "C", "C", "C", "C", "H", "H", "H", "H", "H", "H", "H", "H", "H", "H", "H", "H", "H", "H", "H", "H", "H", "H", "H", "H", "H", "H", "H", "H", "H", "H", "H", "H", "H", "H", "H", "H", "H", "H", "H", "H", "H", "H", "H", "H", "H", "H", "O", "H", "H", "O", "O", "O", "C", "C", "C", "C", "O", "N", "H", "H", "H", "H"],
  "positions_angstrom": [[11.4647, 11.9943, 11.8560], [8.1104, 13.5549, 16.3754], [9.0804, 13.2006, 14.9569], [10.1688, 11.8360, 15.9031], [10.0037, 11.8611, 17.3012], [10.9151, 11.1993, 18.1852], [11.9385, 10.4530, 17.6110], [12.0657, 10.3173, 16.2309], [11.1763, 11.0009, 15.3776], [11.1528, 10.4100, 13.6982], [12.5455, 9.2642, 13.5400], [12.4198, 7.9545, 13.0496], [13.5740, 7.1027, 12.9832], [14.7578, 7.5160, 13.6490], [14.9751, 8.8222, 14.1067], [13.9453, 9.8620, 13.7144], [9.7183, 9.3698, 13.7312], [8.8809, 9.1037, 12.6216], [7.6809, 8.3855, 12.8634], [7.3241, 7.9006, 14.1157], [8.1757, 8.2187, 15.1717], [9.3836, 8.8530, 14.9953], [7.5626, 13.1493, 13.6039], [6.2943, 13.4022, 14.1649], [5.2099, 13.6580, 13.3380], [5.3139, 13.7505, 11.9689], [6.5737, 13.5532, 11.3973], [7.6621, 13.0901, 12.1909], [9.1083, 12.5136, 11.2863], [8.3763, 11.2467, 10.0504], [7.0917, 10.7397, 10.4501], [6.2825, 10.0369, 9.5341], [6.7113, 9.7994, 8.2220], [7.9777, 10.2341, 7.9097], [8.7902, 10.9599, 8.7797], [9.5197, 13.7990, 10.0075], [8.7843, 14.9393, 9.6855], [9.2628, 15.7911, 8.6952], [10.5380, 15.6207, 8.1817], [11.3667, 14.5357, 8.5792], [10.7998, 13.5792, 9.4223], [10.1160, 14.8484, 14.8910], [9.5612, 15.8289, 15.8028], [10.3436, 16.9204, 16.2186], [11.6560, 17.0112, 15.7288], [12.2490, 15.9842, 15.0283], [11.4298, 14.9245, 14.5643], [12.4988, 13.8312, 13.4876], [13.8750, 13.2300, 14.5374], [13.6989, 12.9978, 15.9224], [14.7451, 12.5521, 16.7138], [15.9865, 12.2592, 16.0752], [16.0840, 12.3294, 14.7026], [15.0913, 12.9165, 13.9379], [13.0124, 15.0938, 12.2737], [11.9882, 15.6994, 11.5759], [12.2637, 16.8578, 10.8354], [13.6114, 17.2348, 10.7219], [14.5950, 16.5863, 11.3910], [14.3261, 15.5484, 12.2415], [9.1643, 12.3912, 17.7847], [10.7826, 11.2788, 19.2395], [12.6249, 9.8910, 18.2101], [12.8410, 9.7150, 15.8471], [11.4587, 7.4641, 12.8536], [13.4698, 6.1314, 12.5310], [15.5080, 6.7862, 13.9291], [15.9034, 9.1925, 14.5462], [14.0222, 10.7156, 14.3465], [9.2006, 9.4115, 11.6397], [7.0415, 8.1543, 11.9910], [6.3820, 7.3009, 14.2542], [7.8049, 7.9491, 16.1908], [9.9903, 9.0797, 15.8817], [6.2096, 13.3604, 15.2274], [4.2533, 13.7900, 13.8049], [4.4255, 14.0543, 11.4013], [6.6912, 13.5527, 10.3498], [6.6704, 10.9100, 11.4422], [5.2931, 9.7399, 9.9434], [6.0680, 9.5149, 7.4554], [8.2519, 10.1169, 6.8696], [9.6660, 11.3075, 8.3271], [7.9217, 15.2253, 10.2301], [8.7303, 16.6950, 8.3993], [10.9272, 16.3490, 7.5203], [12.3561, 14.4173, 8.1796], [11.5149, 12.7153, 9.6652], [8.5532, 15.5968, 16.1429], [9.9724, 17.7260, 16.8800], [12.3154, 17.7724, 16.0498], [13.2974, 15.9936, 14.7592], [12.7680, 13.1818, 16.4194], [14.5463, 12.3643, 17.7843], [16.7449, 11.8446, 16.6757], [16.9500, 11.9030, 14.2284], [15.1581, 12.9493, 12.8613], [10.9838, 15.2781, 11.6533], [11.4422, 17.3630, 10.3002], [13.8512, 18.1171, 10.1738], [15.5779, 16.9928, 11.3117], [15.0680, 15.1035, 12.9057], [11.0816, 10.2451, 10.5934], [11.8133, 9.5982, 10.3254], [10.3932, 10.1949, 9.8818], [13.3755, 10.9823, 11.5449], [14.4966, 10.1080, 12.4479], [14.3489, 13.0176, 10.2510], [14.4317, 11.9581, 9.7033], [15.0775, 11.4862, 8.3940], [14.7979, 9.9810, 8.3412], [13.9100, 9.6568, 9.5107], [13.3048, 8.6312, 9.7612], [13.8725, 10.8348, 10.2884], [16.0982, 11.7254, 8.3906], [14.6152, 12.0056, 7.5522], [15.6872, 9.3494, 8.4044], [14.3584, 9.6494, 7.4221]],
  "atomic_forces_ev_per_a": [[-0.21, -0.56, 0.97], [-0.49, 0.00, -0.14], [-0.80, -0.11, -0.29], [0.09, -0.32, 0.15], [0.48, -0.11, 1.01], [-0.55, 0.21, -2.42], [-0.17, -0.04, -0.03], [-1.50, 1.41, 0.49], [0.83, 0.18, 0.84], [0.75, -0.05, -0.74], [0.08, -1.09, -0.69], [0.53, 1.05, 0.88], [-0.03, 1.33, 0.72], [0.32, 0.68, 0.58], [-0.62, -0.56, -1.45], [-0.67, -1.64, -0.17], [-1.12, -0.59, -0.58], [-0.30, -0.48, 1.74], [0.31, -0.20, -1.57], [-0.26, 0.23, -0.36], [-1.15, -1.12, 1.42], [-0.28, 0.71, 0.29], [0.33, -0.56, -0.05], [1.13, -0.23, -0.97], [-0.21, -0.18, 0.78], [0.59, 0.68, -0.37], [-0.20, -1.30, 1.36], [-0.41, 1.09, 0.60], [0.06, 0.31, -1.96], [-2.07, 0.23, 2.50], [0.39, -0.46, -1.04], [-0.22, 0.23, 1.23], [0.69, 1.39, 2.12], [-0.24, -0.02, -0.83], [-0.64, -0.77, -0.59], [0.91, -0.56, 0.62], [1.05, -0.36, -0.35], [0.55, 0.45, 0.16], [0.60, -1.43, 0.65], [-1.82, 0.27, -0.26], [0.66, 0.35, 0.27], [-1.29, 0.22, 1.67], [0.92, -0.23, -0.80], [-0.59, -0.23, -0.68], [0.14, -0.95, 0.71], [-1.27, -0.30, -0.63], [2.51, -0.04, -0.34], [-1.55, -0.37, -0.40], [-0.34, 0.30, 0.24], [0.33, 0.40, -0.32], [0.61, -0.18, -0.69], [-2.36, -0.08, 0.69], [0.58, 0.26, 0.01], [-0.75, -0.74, -0.04], [0.73, -0.86, 1.00], [-0.30, 0.71, -0.45], [-0.02, -0.89, -0.18], [-2.19, 0.66, -0.39], [1.19, 0.13, 0.54], [-0.44, -0.66, 0.28], [0.67, -0.17, -0.61], [-0.06, -0.05, 0.55], [0.29, -0.06, 0.46], [0.58, -0.72, -0.26], [0.22, 0.60, -0.05], [0.17, -0.22, 0.11], [0.03, -0.13, -0.36], [-0.31, -0.40, -0.06], [-0.28, 0.78, 0.41], [-0.40, -0.02, 0.01], [0.40, 0.17, 0.58], [1.15, 0.87, -0.08], [0.78, 0.12, -0.86], [-0.40, -0.29, -0.54], [-0.31, 0.18, 0.48], [-0.37, 0.10, 0.11], [0.60, -0.26, -0.01], [-0.08, 0.02, -1.05], [0.37, 0.00, -0.31], [0.69, 0.10, -0.76], [-1.00, -1.04, -0.97], [0.48, 0.03, 0.06], [1.44, 0.87, -0.31], [-0.75, -0.02, 0.28], [-0.14, -0.36, 0.16], [0.33, 0.55, -0.66], [0.29, 0.06, 0.00], [-1.02, 0.59, -0.15], [0.30, 0.72, 0.16], [0.07, -0.76, -0.47], [0.28, 1.01, 0.33], [0.00, 0.30, 0.13], [-0.54, 0.21, -0.07], [0.46, 0.24, -0.71], [1.05, -0.36, 0.44], [0.37, 0.24, -0.20], [0.28, 0.10, -0.15], [0.11, 0.42, -0.02], [0.70, -0.13, 0.41], [0.17, 0.41, -0.47], [0.66, 0.02, 0.02], [-0.05, 0.30, -0.45], [0.44, -0.56, -1.06], [-0.59, 0.40, 0.58], [0.17, 0.14, 0.60], [0.06, -0.33, -0.60], [0.39, -0.06, 0.11], [0.09, 0.62, -0.28], [0.85, -0.09, -0.57], [-1.79, -0.02, 0.32], [0.33, -0.19, 0.28], [-0.17, -0.51, 0.23], [0.03, 1.22, 0.17], [-0.40, -0.40, 0.35], [1.47, 0.40, 0.09], [0.03, 0.06, 0.09], [0.15, 0.17, 0.31], [-0.59, -0.07, -0.47]]
}


# 2
{
  "formula": "C58H49N3OP2SSc",
  "method": "ωB97M-V/def2-TZVPD",
  "homo_lumo_gap_ev": 6.21,
  "largest_force_ha_per_bohr": 0.0200,
  "total_charge": 1,
  "de_lowest_ev": 2.487,
  "elements": ["Sc", "C", "C", "N", "C", "C", "C", "C", "C", "C", "C", "N", "C", "C", "C", "C", "C", "C", "C", "C", "N", "C", "H", "H", "H", "H", "H", "H", "H", "H", "H", "H", "H", "H", "O", "S", "C", "C", "C", "C", "C", "C", "P", "C", "C", "C", "C", "C", "C", "C", "C", "C", "C", "C", "C", "C", "C", "C", "C", "C", "C", "P", "C", "C", "C", "C", "C", "C", "C", "C", "C", "C", "C", "C", "H", "H", "H", "H", "H", "H", "H", "H", "H", "H", "H", "H", "H", "H", "H", "H", "H", "H", "H", "H", "H", "H", "H", "H", "H", "H", "H", "H", "C", "C", "C", "C", "H", "H", "H", "H", "H", "H", "H", "H", "H"],
  "positions_angstrom": [[0.4358, 0.2981, 0.4597], [-2.0267, 3.5356, 2.3756], [-1.1689, 2.9239, 1.4564], [-0.3779, 1.9158, 1.7706], [-0.4121, 1.4324, 3.0489], [-1.2857, 1.9545, 4.0304], [-2.0993, 3.0426, 3.6495], [-1.3270, 1.3728, 5.3129], [-0.5406, 0.2887, 5.5849], [0.3505, -0.2217, 4.6312], [0.4603, 0.3417, 3.3709], [1.2572, -0.0886, 2.3307], [2.4058, -0.8337, 2.4801], [3.2116, -0.8876, 3.6047], [4.3931, -1.6419, 3.6188], [4.8001, -2.3482, 2.5204], [4.0394, -2.2861, 1.3357], [4.4212, -2.9443, 0.1487], [3.6261, -2.8504, -0.9574], [2.4675, -2.0684, -0.8956], [2.0866, -1.4051, 0.1776], [2.8472, -1.5231, 1.3073], [-2.6355, 4.3713, 2.0617], [-1.1442, 3.2727, 0.4302], [-2.7854, 3.4659, 4.3731], [-1.9942, 1.7846, 6.0593], [-0.5971, -0.1906, 6.5536], [0.9496, -1.0859, 4.8808], [2.9451, -0.3119, 4.4794], [4.9960, -1.6525, 4.5176], [5.7063, -2.9398, 2.5371], [5.3386, -3.5201, 0.1386], [3.8712, -3.3624, -1.8772], [1.8474, -1.9704, -1.7798], [-2.7146, 0.6357, 0.8005], [-2.0899, 0.3234, -0.5153], [-2.6558, 1.5080, -1.6980], [-4.0188, 1.7412, -1.8552], [-4.4283, 2.6347, -2.8230], [-3.4664, 3.2602, -3.6089], [-2.1144, 3.0421, -3.3913], [-1.6527, 2.1716, -2.3977], [0.3368, 1.8331, -1.8665], [0.7387, 3.6092, -2.0923], [0.7979, 4.3659, -3.2582], [1.0322, 5.7332, -3.2026], [1.2107, 6.3722, -1.9863], [1.1925, 5.6270, -0.8173], [0.9656, 4.2622, -0.8760], [0.3665, 0.7103, -3.3283], [0.6419, 1.0480, -4.6473], [0.5757, 0.0928, -5.6531], [0.2241, -1.2168, -5.3658], [-0.0500, -1.5742, -4.0542], [0.0253, -0.6186, -3.0540], [-2.8801, -1.2249, -0.9604], [-3.7759, -1.4377, -1.9926], [-4.4019, -2.6722, -2.0849], [-4.1259, -3.6677, -1.1575], [-3.1925, -3.4561, -0.1537], [-2.5449, -2.2305, -0.0550], [-1.2635, -1.8712, 1.2203], [-2.2430, -2.0933, 2.7489], [-2.8383, -0.9775, 3.3315], [-3.6306, -1.1168, 4.4602], [-3.8345, -2.3698, 5.0175], [-3.2481, -3.4846, 4.4364], [-2.4539, -3.3524, 3.3089], [-0.3161, -3.4307, 1.1515], [-0.1825, -4.1337, -0.0448], [0.6339, -5.2505, -0.1089], [1.3498, -5.6565, 1.0074], [1.2378, -4.9501, 2.1955], [0.4082, -3.8424, 2.2690], [-4.7331, 1.2317, -1.2181], [-5.4804, 2.8346, -2.9733], [-3.7743, 3.9408, -4.3937], [-1.4123, 3.5686, -4.0174], [0.6908, 3.9122, -4.2321], [1.0734, 6.3024, -4.1226], [1.3774, 7.4405, -1.9507], [1.3670, 6.1090, 0.1364], [0.9917, 3.6749, 0.0358], [0.9233, 2.0561, -4.9129], [0.8066, 0.3755, -6.6722], [0.1645, -1.9534, -6.1559], [-0.3225, -2.5945, -3.8086], [-0.1941, -0.9168, -2.0289], [-3.9963, -0.6508, -2.7011], [-5.1189, -2.8504, -2.8749], [-4.6378, -4.6190, -1.2202], [-2.9584, -4.2461, 0.5487], [-2.7125, -0.0077, 2.8789], [-4.0882, -0.2423, 4.9042], [-4.4525, -2.4797, 5.8989], [-3.4117, -4.4663, 4.8619], [-1.9994, -4.2319, 2.8703], [-0.7381, -3.8274, -0.9238], [0.7133, -5.8004, -1.0386], [1.9975, -6.5217, 0.9456], [1.7948, -5.2611, 3.0703], [0.3109, -3.2978, 3.2017], [4.0941, 3.1912, -1.2859], [3.6368, 1.9018, -1.9651], [3.6071, 2.0772, -3.4804], [2.3025, 1.3500, -1.4104], [5.1006, 3.4526, -1.6176], [4.1215, 3.0678, -0.2003], [3.4381, 4.0239, -1.5286], [4.3951, 1.1413, -1.7365], [2.8859, 2.8458, -3.7533], [3.3344, 1.1451, -3.9770], [4.5886, 2.3909, -3.8394], [2.2839, 0.2799, -1.6486], [2.3536, 1.4431, -0.2996]],
  "atomic_forces_ev_per_a": [[-0.03, -0.35, -0.72], [-0.10, 0.06, 0.17], [0.07, 0.04, -0.08], [0.00, 0.03, 0.06], [0.05, -0.10, 0.55], [0.15, 0.06, -0.30], [0.04, 0.01, -0.11], [-0.02, -0.06, 0.17], [-0.09, 0.17, 0.10], [0.15, -0.01, -0.33], [-0.13, 0.11, 0.34], [-0.12, 0.25, -0.39], [0.42, 0.00, 0.17], [-0.32, 0.10, -0.17], [0.19, -0.20, -0.11], [0.09, 0.04, 0.21], [-0.21, 0.13, -0.12], [-0.09, -0.01, 0.06], [0.08, -0.12, -0.03], [-0.17, 0.10, -0.10], [-0.19, 0.08, 0.13], [0.14, -0.12, 0.24], [0.00, -0.02, -0.04], [0.00, -0.06, 0.00], [0.02, 0.04, 0.00], [-0.01, -0.02, -0.01], [0.01, 0.02, 0.01], [0.00, 0.00, 0.01], [-0.01, -0.02, 0.01], [-0.02, -0.01, 0.01], [0.01, 0.03, -0.01], [-0.02, -0.02, -0.03], [0.00, 0.04, -0.01], [0.01, 0.01, 0.02], [-0.22, 0.11, 0.33], [-1.01, 0.12, -0.16], [0.68, -0.04, -0.17], [-0.23, -0.14, 0.18], [-0.04, -0.09, 0.10], [0.18, 0.10, -0.09], [-0.23, 0.00, 0.03], [0.08, 0.05, 0.04], [0.64, 0.06, -0.54], [-0.18, 0.03, 0.51], [0.07, -0.10, 0.00], [0.04, 0.04, -0.04], [0.01, 0.02, -0.01], [0.00, 0.01, 0.05], [-0.03, -0.02, -0.11], [-0.02, -0.24, 0.29], [-0.02, 0.05, 0.01], [0.01, -0.01, -0.04], [0.00, -0.01, -0.02], [-0.03, -0.09, 0.06], [0.09, 0.19, -0.07], [0.43, -0.03, 0.02], [-0.05, 0.13, -0.10], [0.00, 0.03, 0.01], [0.00, -0.06, 0.02], [-0.07, 0.06, 0.02], [-0.01, 0.19, -0.05], [-0.31, -0.93, -0.05], [0.12, 0.34, 0.11], [-0.09, -0.07, 0.02], [-0.01, -0.06, 0.01], [-0.01, 0.06, 0.00], [-0.02, -0.10, 0.04], [-0.03, -0.02, -0.04], [0.24, 0.22, -0.14], [-0.01, -0.01, 0.08], [0.08, -0.04, -0.09], [0.06, -0.06, -0.07], [0.03, 0.03, 0.09], [0.07, 0.09, -0.06], [-0.02, 0.02, -0.04], [0.00, 0.00, 0.01], [-0.02, 0.00, 0.01], [0.05, 0.08, -0.03], [-0.09, -0.04, 0.00], [0.01, -0.01, 0.00], [0.02, -0.01, -0.01], [-0.01, -0.02, 0.01], [0.03, 0.09, 0.03], [0.02, 0.01, 0.01], [-0.02, 0.02, 0.00], [0.01, 0.00, 0.00], [-0.01, 0.01, -0.01], [-0.04, -0.09, -0.03], [0.02, -0.04, -0.02], [0.01, 0.00, -0.01], [0.02, 0.00, -0.01], [-0.04, -0.01, -0.01], [0.03, 0.03, 0.01], [0.00, 0.00, -0.01], [0.00, -0.01, 0.00], [0.01, 0.00, 0.00], [-0.07, 0.02, 0.06], [0.08, -0.01, 0.02], [0.02, -0.01, 0.03], [-0.02, -0.01, 0.04], [0.00, -0.01, -0.01], [0.07, -0.01, 0.00], [0.00, -0.15, -0.01], [0.02, -0.02, 0.17], [0.03, -0.15, 0.19], [-0.54, 0.13, -0.31], [0.00, -0.01, 0.01], [-0.02, 0.07, 0.01], [-0.02, 0.07, 0.01], [0.05, 0.03, -0.04], [-0.01, 0.03, -0.08], [0.01, 0.02, -0.07], [0.00, -0.02, -0.04], [0.06, 0.04, 0.15], [0.27, -0.04, 0.13]]
}